(1)
The following is a DFT calculation (ωB97M-V/def2-TZVPD) of C31H28BrN9O4Se2Ti as an isolated structure.

Each line ends with the Mulliken charge.
Geometry (Å):
Ti 0.251 -0.487 -0.243  0.56
O -0.847 2.134 -3.221  -0.63
C -1.693 1.401 -4.003  0.60
C -2.105 1.958 -5.208  -0.55
C -2.950 1.252 -6.045  -0.46
C -3.383 -0.020 -5.698  -0.83
C -2.968 -0.572 -4.500  -0.71
C -2.131 0.124 -3.633  0.27
C -1.756 -0.487 -2.302  0.20
O -0.453 -0.147 -1.905  -0.17
N -2.693 -0.053 -1.283  -0.36
N -2.224 -0.235 -0.009  0.11
C -2.788 0.467 0.897  -0.41
C -2.509 0.378 2.320  0.29
Br -2.075 -1.329 2.997  0.01
C -2.612 1.465 3.097  -0.57
C -2.342 1.612 4.530  -0.06
C -1.628 2.732 4.959  -0.15
C -1.347 2.916 6.302  -0.70
C -1.804 1.997 7.236  -0.43
C -2.545 0.901 6.823  -0.72
C -2.811 0.703 5.478  -0.38
H -0.453 1.540 -2.557  0.33
H -1.746 2.943 -5.474  0.47
H -3.265 1.696 -6.980  0.40
H -4.038 -0.574 -6.356  0.42
H -3.304 -1.562 -4.213  0.45
H -1.812 -1.579 -2.372  0.19
H -3.077 0.870 -1.450  0.46
H -3.529 1.219 0.621  0.43
H -2.880 2.383 2.578  0.46
H -1.296 3.464 4.231  0.48
H -0.785 3.783 6.623  0.41
H -1.597 2.145 8.288  0.39
H -2.922 0.197 7.553  0.40
H -3.400 -0.147 5.165  0.53
C 0.271 4.733 1.395  -1.32
C 0.308 3.407 0.710  0.41
N 0.018 3.199 -0.512  0.20
O -0.362 4.331 -1.158  -0.48
C 0.706 2.206 1.490  0.12
C 1.398 2.351 2.801  -1.70
N 0.382 1.074 0.995  1.09
O 0.717 -0.092 1.622  -0.92
H -0.199 5.476 0.757  0.43
H 1.282 5.069 1.634  0.30
H -0.282 4.664 2.333  0.20
H -0.614 3.995 -2.028  0.39
H 0.820 2.986 3.472  0.37
H 2.367 2.833 2.653  0.37
H 1.542 1.379 3.263  0.31
Se 3.399 -0.534 0.716  0.34
N 2.301 -0.265 -0.698  0.04
C 3.041 -0.153 -1.791  0.86
C 2.551 0.060 -3.111  -0.21
C 3.454 0.170 -4.117  -0.90
C 4.864 0.070 -3.892  -0.56
C 5.370 -0.143 -2.656  -0.78
C 4.464 -0.265 -1.558  0.39
N 4.830 -0.477 -0.311  -0.79
H 1.487 0.124 -3.277  0.46
H 3.108 0.340 -5.128  0.48
H 5.527 0.170 -4.741  0.40
H 6.430 -0.221 -2.463  0.47
Se 0.993 -4.231 -3.316  0.32
N 0.819 -5.459 -2.056  -0.81
C 0.652 -4.821 -0.915  0.57
C 0.499 -5.426 0.360  -0.47
C 0.383 -4.597 1.432  -1.15
C 0.382 -3.190 1.251  -0.41
N 0.502 -2.583 0.092  0.41
C 0.649 -3.386 -1.009  0.28
N 0.825 -2.868 -2.201  -0.16
H 0.492 -6.504 0.444  0.48
H 0.290 -4.978 2.438  0.45
H 0.294 -2.544 2.114  0.77

Summary:
Total charge ... +1
Strongest force on any atom ... 0.910 eV/A
2S+1 ... 2
⟨S²⟩ ... 0.76
Orbital gap (spin up / spin down) ... 6.23 / 6.55 eV
ΔE to the lowest compared entry with this formula, charge and spin ... 0.00 kJ/mol


(2)
The following is a DFT calculation (ωB97M-V/def2-TZVPD) of C39H47CrN3O5PS2Sb as an isolated structure.

Each line ends with the Mulliken charge.
Geometry (Å):
Cr 0.727 -0.312 -0.284  1.53
O 1.530 -1.167 1.938  -0.80
S 1.793 0.234 2.258  1.79
O 3.114 0.420 2.840  -0.68
O 1.644 1.033 1.001  -0.86
C 0.753 0.991 3.523  -0.33
C 1.305 0.815 4.794  -0.76
C 0.882 1.569 5.868  -0.83
C -0.063 2.560 5.667  -0.65
C -0.637 2.720 4.420  -0.88
C -0.284 1.924 3.323  0.29
P -1.277 2.093 1.762  1.55
C -2.884 1.393 2.362  0.41
C -3.756 0.986 1.352  -0.37
C -4.985 0.415 1.640  -0.82
C -5.364 0.215 2.958  -0.73
C -4.496 0.582 3.974  -0.63
C -3.267 1.159 3.681  -0.60
C -1.582 3.914 1.827  0.10
C -2.771 4.548 2.172  0.10
C -2.876 5.933 2.090  -0.73
C -1.799 6.696 1.663  -0.55
C -0.605 6.072 1.315  -0.65
C -0.503 4.692 1.394  -0.64
H 2.102 0.095 4.913  0.50
H 1.317 1.414 6.847  0.39
H -0.361 3.207 6.483  0.42
H -1.369 3.502 4.275  0.49
H -3.450 1.091 0.322  0.53
H -5.638 0.107 0.831  0.45
H -6.314 -0.249 3.191  0.35
H -4.769 0.406 5.008  0.41
H -2.612 1.408 4.502  0.33
H -3.617 3.962 2.513  0.38
H -3.803 6.419 2.371  0.41
H -1.890 7.773 1.598  0.38
H 0.237 6.665 0.981  0.41
H 0.425 4.190 1.132  0.36
O -2.408 -2.138 1.295  -0.74
C -1.576 -1.595 0.598  0.31
O -0.846 -0.573 0.890  0.59
C -1.336 -2.090 -0.821  0.19
C -2.120 -3.115 -1.364  -0.87
C -1.910 -3.502 -2.653  -0.90
C -0.930 -2.834 -3.419  1.55
C -0.680 -3.155 -4.772  -0.82
C 0.251 -2.465 -5.494  -0.81
C 0.951 -1.398 -4.896  -1.03
C 0.742 -1.078 -3.585  0.03
C -0.183 -1.803 -2.804  0.09
N -0.364 -1.477 -1.483  0.50
H -2.857 -3.569 -0.717  0.61
H -2.494 -4.297 -3.101  0.45
H -1.246 -3.959 -5.228  0.43
H 0.438 -2.719 -6.529  0.39
H 1.660 -0.824 -5.480  0.48
H 1.279 -0.253 -3.135  -0.31
C 1.373 2.757 -2.257  -1.01
C 0.279 2.714 -3.326  0.78
C 0.172 4.077 -4.003  -1.57
Sb -1.599 1.936 -2.457  -0.20
C -2.830 3.784 -2.531  0.53
C -3.233 4.290 -3.912  -1.53
C -4.079 3.590 -1.676  -1.19
C -2.243 0.901 -4.304  2.00
C -3.683 0.416 -4.135  -1.58
C -2.031 1.624 -5.629  -1.41
H 2.366 2.768 -2.722  0.43
H 1.337 1.900 -1.589  -0.07
H 1.272 3.654 -1.641  0.35
H 0.539 1.960 -4.075  0.07
H -0.243 4.825 -3.323  0.27
H -0.449 4.039 -4.898  0.28
H 1.168 4.419 -4.307  0.46
H -2.189 4.529 -2.047  0.43
H -3.913 3.588 -4.400  0.23
H -2.379 4.461 -4.565  0.22
H -3.767 5.242 -3.807  0.49
H -4.753 2.857 -2.132  0.28
H -4.626 4.536 -1.587  0.48
H -3.837 3.255 -0.675  0.07
H -1.592 0.024 -4.298  -1.25
H -4.388 1.252 -4.121  0.26
H -3.802 -0.145 -3.204  0.34
H -3.966 -0.246 -4.961  0.42
H -2.684 2.489 -5.733  0.22
H -2.250 0.942 -6.460  0.46
H -0.996 1.954 -5.744  0.28
C 5.829 1.059 0.912  -0.96
N 4.846 0.700 -0.101  -0.02
C 4.134 -0.415 -0.102  0.31
N 4.429 -1.380 0.772  -0.38
S 2.996 -0.672 -1.362  -0.53
H 6.206 2.053 0.693  0.37
H 6.661 0.351 0.894  0.33
H 5.371 1.056 1.900  0.26
H 4.555 1.391 -0.769  0.24
H 4.740 -1.078 1.686  0.33
H 3.751 -2.125 0.813  0.29

Summary:
Total charge ... 0
Strongest force on any atom ... 1.608 eV/A
2S+1 ... 5
⟨S²⟩ ... 6.02
Orbital gap (spin up / spin down) ... 7.06 / 7.00 eV
ΔE to the lowest compared entry with this formula, charge and spin ... 104.68 kJ/mol


(3)
The following is a DFT calculation (ωB97M-V/def2-TZVPD) of a 3-piece molecular cluster, C7H14N2 overall.

Each line ends with the Mulliken charge.
Geometry (Å):
C 0.016 1.598 0.404  1.32
C 0.094 1.781 1.890  -1.31
C 1.030 2.358 -0.397  -1.33
C -1.087 1.057 -0.180  -1.56
C -0.634 -2.502 -1.807  -1.10
C -0.760 -1.919 -0.437  0.47
C 1.570 -1.451 0.318  0.01
N 1.805 -0.353 0.613  -0.41
N -1.022 -2.660 0.553  -0.70
H -1.123 -2.153 1.432  0.28
H 1.780 -2.496 0.252  0.40
H 0.922 2.172 -1.463  0.33
H -0.831 -0.722 -0.379  0.16
H 1.073 1.476 2.252  0.33
H -0.039 2.832 2.152  0.39
H -0.664 1.198 2.408  0.31
H 2.033 2.063 -0.099  0.33
H 0.937 3.430 -0.215  0.38
H -1.317 1.294 -1.211  0.36
H -1.989 0.927 0.404  0.37
H 0.308 -2.209 -2.268  0.30
H -0.677 -3.589 -1.766  0.32
H -1.426 -2.132 -2.457  0.32

Summary:
Total charge ... 0
SMILES ... [H]/N=C/C.C=C(C)C.C#N
Strongest force on any atom ... 2.726 eV/A
Orbital gap ... 9.37 eV
ΔE to the lowest compared entry with this formula, charge and spin ... 297.88 kJ/mol


Question: Number 3 is which compound?
Answer: C7H14N2


Question: Which value of total charge does entry 3 give?
Answer: 0


Question: The highest total charge belongs to which entry?
Answer: C31H28BrN9O4Se2Ti